{"formula": "C45H119N9O13", "method": "ωB97M-V with the def2-TZVPD basis set", "species": ["C", "C", "C", "O", "C", "N", "H", "H", "H", "H", "H", "H", "H", "H", "H", "H", "H", "C", "C", "C", "O", "C", "N", "H", "H", "H", "H", "H", "H", "H", "H", "H", "H", "H", "C", "C", "C", "O", "C", "N", "H", "H", "H", "H", "H", "H", "H", "H", "H", "H", "H", "C", "C", "C", "O", "C", "N", "H", "H", "H", "H", "H", "H", "H", "H", "H", "H", "H", "C", "C", "C", "O", "C", "N", "H", "H", "H", "H", "H", "H", "H", "H", "H", "H", "H", "C", "C", "C", "O", "C", "N", "H", "H", "H", "H", "H", "H", "H", "H", "H", "H", "H", "C", "C", "C", "O", "C", "N", "H", "H", "H", "H", "H", "H", "H", "H", "H", "H", "H", "C", "C", "C", "O", "C", "N", "H", "H", "H", "H", "H", "H", "H", "H", "H", "H", "H", "C", "C", "O", "O", "H", "H", "H", "H", "H", "H", "C", "C", "O", "O", "H", "H", "H", "H", "H", "H", "C", "C", "C", "C", "C", "C", "N", "O", "C", "C", "C", "H", "H", "H", "H", "H", "H", "H", "H", "H", "H", "H", "H", "H", "H", "H", "H", "H", "H", "H"], "positions_angstrom": [[-0.67403, -2.65142, 3.54115], [-1.02671, -1.61438, 4.63565], [-2.49832, -1.18874, 4.81685], [-2.83117, -0.16618, 3.89704], [-3.47111, -0.62436, 2.73129], [-0.43071, -2.01036, 5.91304], [0.39909, -2.71528, 3.39555], [-1.13463, -2.38764, 2.58458], [-1.23294, -3.55927, 3.78751], [-0.54049, -0.66674, 4.37753], [-2.60367, -0.78237, 5.82310], [-3.17991, -2.04487, 4.75806], [-2.89745, -1.36481, 2.16314], [-3.65695, 0.23457, 2.08643], [-4.44386, -1.07495, 2.96338], [-1.01855, -2.68792, 6.40225], [0.36818, -2.61196, 5.72359], [-3.43165, -5.52735, 1.10674], [-3.07941, -6.17133, -0.23102], [-3.00525, -7.68902, -0.04997], [-2.60149, -8.31545, -1.23284], [-2.56545, -9.71080, -1.18026], [-3.90351, -5.67293, -1.33751], [-2.74084, -5.86513, 1.87926], [-4.45397, -5.77058, 1.40478], [-3.38279, -4.43987, 1.06891], [-2.06548, -5.90841, -0.54682], [-3.92621, -8.14652, 0.34367], [-2.28457, -7.86197, 0.76454], [-1.76418, -10.08172, -0.52872], [-2.32908, -10.09947, -2.16972], [-3.50098, -10.17155, -0.84724], [-3.52035, -6.02211, -2.21593], [-4.75524, -6.24273, -1.30380], [-0.19119, 0.50049, 1.24836], [0.95082, -0.35638, 0.74075], [0.46432, -1.33677, -0.34498], [-0.29311, -2.33801, 0.27559], [-1.19950, -3.06999, -0.51089], [2.11132, 0.42521, 0.27906], [0.06941, 1.30736, 1.92883], [-0.89484, -0.16925, 1.75184], [-0.74548, 0.96988, 0.43232], [1.32379, -1.07133, 1.48730], [1.33312, -1.74576, -0.87291], [-0.09264, -0.79093, -1.11759], [-0.82920, -4.09923, -0.57036], [-1.22761, -2.73888, -1.55357], [-2.20208, -3.09426, -0.08659], [2.80233, 0.52302, 1.02050], [2.62450, -0.22263, -0.32983], [-1.70751, 6.00462, -2.66437], [-0.36563, 6.14929, -3.34721], [0.63160, 5.09322, -2.89557], [-0.01580, 3.83275, -2.80188], [0.71788, 2.90921, -2.02365], [-0.53615, 6.21190, -4.81984], [-2.45260, 6.75898, -2.91766], [-1.62488, 5.96589, -1.57213], [-2.14459, 5.03511, -2.91803], [0.07601, 7.11289, -3.07201], [1.03535, 5.38992, -1.91982], [1.49774, 5.01661, -3.55987], [0.11658, 2.00433, -1.97133], [0.86033, 3.27274, -0.99744], [1.71253, 2.78710, -2.45986], [-1.34371, 6.81913, -4.94068], [-0.89792, 5.31442, -5.14146], [6.27644, 0.87910, 1.10112], [4.91728, 1.26135, 1.67853], [4.41820, 0.46460, 2.88078], [4.19057, -0.89162, 2.45236], [3.69451, -1.80060, 3.40282], [4.91706, 2.68238, 2.14668], [6.39009, 1.27392, 0.08873], [6.35023, -0.20111, 0.95069], [7.12032, 1.25400, 1.68264], [4.22158, 1.27346, 0.83669], [3.45970, 0.80244, 3.27869], [5.18686, 0.42629, 3.66032], [2.60220, -1.87601, 3.38011], [3.97331, -1.43896, 4.40225], [4.19709, -2.75888, 3.26542], [5.16314, 3.20930, 1.30842], [5.73309, 2.79075, 2.74748], [5.33476, 3.72807, -2.13731], [4.70401, 2.35669, -1.84874], [5.65992, 1.24473, -2.25194], [6.15409, 1.41256, -3.57885], [6.85577, 0.31953, -4.12175], [4.53736, 2.27338, -0.39947], [6.23532, 3.85217, -1.53354], [4.57947, 4.45387, -1.83079], [5.61115, 3.83123, -3.18533], [3.75961, 2.32627, -2.40087], [5.05178, 0.32952, -2.26642], [6.53351, 1.25533, -1.59691], [7.48780, -0.16126, -3.37106], [7.47873, 0.77620, -4.89490], [6.18016, -0.36085, -4.65080], [4.18160, 3.15487, -0.00436], [3.74832, 1.64156, -0.23845], [-0.78507, 4.56795, 5.47494], [-1.87680, 3.69242, 4.86595], [-1.46286, 3.12727, 3.53734], [-1.31407, 4.20624, 2.63348], [-1.01691, 3.77843, 1.32723], [-2.19398, 2.66512, 5.88560], [-0.71726, 5.55402, 5.00030], [0.22728, 4.18963, 5.28886], [-0.88066, 4.79984, 6.53378], [-2.76094, 4.31436, 4.70812], [-2.15050, 2.33800, 3.20814], [-0.51910, 2.58029, 3.68995], [-1.57326, 2.85943, 1.11311], [0.03173, 3.47321, 1.20694], [-1.22706, 4.57905, 0.61928], [-2.90532, 2.04496, 5.49750], [-1.37742, 2.05991, 5.96733], [2.47476, 3.31701, 2.45374], [2.74129, 4.73743, 1.99226], [2.87287, 5.68286, 3.19665], [3.04347, 7.02639, 2.80879], [1.86406, 7.67165, 2.42858], [3.99316, 4.77052, 1.20668], [2.36001, 2.62904, 1.61327], [1.55219, 3.21217, 3.03288], [3.23626, 2.89707, 3.11946], [1.89421, 5.02123, 1.36125], [3.70889, 5.29440, 3.78216], [1.97994, 5.59872, 3.82930], [1.29905, 7.20650, 1.61161], [2.16907, 8.66918, 2.11389], [1.09306, 7.81405, 3.19746], [4.29945, 5.74866, 1.26258], [4.69426, 4.41429, 1.86864], [1.71654, -1.98693, -3.64201], [0.94377, -1.00092, -4.49055], [1.61807, -0.79059, -5.73249], [2.92116, -1.50048, -3.11257], [1.98287, -2.83306, -4.29085], [1.01520, -2.38128, -2.90810], [0.90541, -0.07208, -3.89707], [-0.08167, -1.25382, -4.78481], [1.07570, -0.21528, -6.27629], [3.54527, -1.38290, -3.83426], [4.09767, -3.02740, -0.26889], [5.11978, -4.10643, 0.06313], [6.30824, -4.08328, -0.72849], [4.61065, -1.70652, -0.10041], [3.21301, -3.19812, 0.35292], [3.77955, -3.07673, -1.31285], [4.69256, -5.08737, 0.24899], [5.53299, -3.74607, 1.01909], [6.48424, -3.16621, -0.96530], [4.33244, -1.41945, 0.79843], [-5.56073, -3.53023, -4.97601], [-5.45979, -2.56580, -3.76634], [-5.86351, -1.18740, -4.28288], [-6.05732, -0.14757, -3.22048], [-7.06836, -0.66592, -2.21627], [-6.70836, -2.07767, -1.63805], [-6.38196, -2.99939, -2.74573], [-6.14509, -4.31523, -2.31357], [-5.56769, -1.93406, -0.61861], [-7.98367, -2.58064, -0.95538], [-3.95786, -2.48434, -3.35916], [-4.97202, -3.16209, -5.81759], [-6.60575, -3.56559, -5.29509], [-5.28376, -4.56786, -4.79351], [-5.08747, -0.89288, -4.99547], [-6.79692, -1.25073, -4.85192], [-6.43796, 0.79696, -3.61931], [-5.13601, 0.14934, -2.70901], [-8.06908, -0.72669, -2.64333], [-7.09229, -0.05161, -1.31224], [-4.94424, -2.81537, -0.47402], [-4.98236, -1.03458, -0.82540], [-5.99480, -1.67958, 0.35744], [-8.05156, -2.08822, 0.02075], [-8.87838, -2.40584, -1.54323], [-7.86231, -3.60820, -0.60306], [-3.68309, -3.30823, -2.69353], [-3.78646, -1.53835, -2.84008], [-3.20581, -2.51406, -4.15004], [-5.24711, -4.29592, -1.92501]], "forces_ev_per_a": [[-2.1427, 0.8730, -0.0433], [0.7180, 0.3108, -0.3107], [0.6921, -0.4618, -0.0147], [-0.1340, -0.1295, 0.0055], [-0.4975, -0.0900, -0.2493], [-0.1076, -0.8532, 0.6205], [0.0149, -0.4602, 0.1400], [0.4361, 0.2851, -0.0536], [0.7810, -0.4635, 0.2112], [0.0563, -0.0269, -0.1375], [0.0741, 0.1579, 0.0117], [-0.1095, -0.0104, -0.2225], [0.1509, 0.0842, 0.0952], [0.1102, 0.0401, 0.0449], [0.0065, -0.0088, 0.0697], [-0.3460, 0.3584, -0.0449], [0.2660, 0.4111, -0.1067], [-0.0908, 0.1230, -0.2434], [0.8464, -0.0677, -0.2706], [-0.0435, -0.1536, 0.7346], [-0.1295, 0.4101, -0.4782], [0.4354, -0.7213, 0.0850], [-0.7871, -1.2076, 0.0747], [-0.0671, -0.0300, 0.0619], [0.0170, -0.1635, 0.0107], [0.0762, -0.0106, -0.1342], [0.1274, 0.1773, 0.4391], [-0.3264, 0.2470, -0.3102], [0.2201, -0.0721, -0.1514], [-0.0377, 0.1637, 0.1999], [-0.1399, 0.2283, -0.1176], [-0.1524, 0.2338, 0.0217], [0.3551, 0.2083, 0.1184], [-0.2792, 0.4901, 0.0706], [-0.4549, -0.4845, 0.1248], [0.4565, -0.5994, 0.0580], [0.4200, 0.9039, -0.4128], [-0.3492, 0.3033, 0.4546], [0.6744, -0.7036, -0.6704], [0.0908, -0.6843, -0.8371], [0.3945, -0.2221, 0.1196], [-0.0298, 0.2129, 0.0985], [0.2057, -0.0722, -0.2289], [-0.3594, 0.2598, 0.5270], [0.1513, -0.2358, 0.1812], [-0.3441, -0.0226, 0.0624], [-0.1508, -0.0734, 0.1010], [-0.2107, 0.3486, 0.1075], [0.0057, 0.2920, 0.0463], [-0.8359, -0.0787, 0.3529], [-0.0335, 0.3178, -0.2732], [-0.4430, -0.8716, 0.8371], [0.0829, 0.5666, -0.5522], [-0.2030, -0.2414, 0.1079], [-0.0205, 0.2188, 0.1018], [-0.1020, 0.5457, 0.0252], [-0.2732, -0.2846, 0.3255], [0.3046, 0.2587, -0.1329], [0.1080, 0.2335, -0.0280], [0.0341, 0.0529, -0.1603], [0.0138, -0.0204, 0.0155], [-0.1534, -0.0783, 0.1947], [-0.0630, 0.1347, -0.2461], [0.3303, -0.2162, -0.1593], [-0.0209, 0.0510, 0.0006], [-0.0272, -0.5187, 0.0193], [0.2025, 0.1919, -0.3263], [0.2345, -0.0861, 0.0684], [0.1462, -0.9404, -0.1518], [0.3069, 0.4907, 1.8881], [0.2957, -1.2700, -0.3682], [0.1420, -0.0491, -0.6954], [0.4206, 0.5787, 0.9293], [2.7189, -1.9771, -0.2605], [-0.1351, 0.1367, 0.8302], [0.1828, -0.0864, 0.3587], [-0.0726, -0.1806, 0.3272], [0.9234, -1.2871, 2.7037], [0.1491, 0.5556, 0.0580], [-0.1275, 0.1943, 0.2309], [0.0645, -0.1313, -0.1851], [-0.0987, -0.1829, 0.0123], [-0.2947, -0.0727, -0.1708], [0.4228, -0.9932, 0.4099], [0.1509, -0.1246, 0.1860], [-0.3809, -0.4277, 0.0175], [1.2493, 1.5719, -0.3404], [-0.5383, -0.4631, -1.2681], [-0.4785, 0.7309, 0.0616], [-0.0357, 0.8602, -0.3121], [-1.9340, 1.1046, -3.1584], [0.0046, 0.0721, 0.0860], [0.2885, 0.3704, -0.1707], [-0.1528, 0.1066, 0.0214], [0.0653, -0.3957, -0.0678], [0.5460, -0.3807, 0.6952], [-0.2716, -0.4105, 0.0948], [-0.0851, -0.2611, -0.0959], [0.2139, -0.2851, 0.0690], [0.0101, -0.3474, 0.3851], [-0.0669, 0.0186, -0.8341], [-0.1068, 0.7214, -1.4209], [0.8104, 1.1668, -0.6760], [0.0449, 0.3154, 1.4509], [0.5407, -0.1815, 0.1766], [-0.1116, -0.2306, -0.0029], [0.3161, -0.5522, -0.0230], [-0.1407, -0.3220, -0.8827], [-0.3467, -0.1014, -0.2052], [-0.1365, -0.4916, 0.2107], [-0.3329, -0.4754, 0.0719], [-0.1215, -0.1135, 0.0843], [-0.3570, 0.3380, -0.3151], [0.2245, 0.1627, -0.1228], [-0.3518, 0.3105, -0.3419], [0.0591, 0.2478, 0.1674], [-0.1765, -0.0543, 0.0635], [-0.0239, 0.0582, 0.1129], [0.0251, 0.0946, 0.1921], [-1.1851, -0.6728, 1.1672], [0.1000, -0.3750, 0.4268], [-1.2021, -0.7742, -0.2877], [0.4890, -0.2675, 0.3542], [-0.6965, 0.7960, -0.4335], [0.4612, 2.1441, 0.8821], [0.1599, 0.0953, -0.0730], [-0.4163, 0.5507, -0.2362], [-0.5334, 0.6236, -0.3796], [0.1722, 0.2601, -0.1034], [0.2940, 0.5743, 0.0439], [-0.0456, -0.0279, 0.0280], [0.4508, -0.2308, -0.1936], [-0.0754, -0.0247, -0.1224], [0.4529, -0.2772, 0.5455], [-0.5339, 0.2180, -0.9369], [-0.9557, 0.6120, -0.3510], [-0.4470, -1.1797, -1.8503], [0.0239, 1.1222, -0.2723], [0.5382, -0.0677, 0.2344], [-0.2578, 0.4870, 0.7834], [-0.3224, -0.1194, 0.0147], [0.4826, 0.1856, 0.5580], [-0.0604, 0.0492, -0.2198], [0.0014, -0.6048, 0.8183], [0.0596, 0.0910, -0.0233], [-0.0558, 0.0521, -0.0965], [-0.1856, -0.2349, -0.8905], [1.2591, 2.1214, 1.5265], [-0.6221, -0.7892, -0.8993], [-0.3464, -0.3777, 0.4251], [-0.0599, 0.0479, 0.0948], [-0.0347, -0.2044, -0.0405], [0.1817, -0.2305, -0.7181], [-0.6008, -0.4201, 0.5542], [-0.1290, 0.0627, 0.1326], [0.5760, 0.0173, -0.3209], [-0.6419, 0.0682, -0.0018], [1.2049, -0.5852, -1.3852], [-0.0009, 0.1385, -0.6854], [-0.2512, 0.6125, 0.7210], [0.5591, -0.9300, 0.8253], [-0.2393, -0.0715, -0.5119], [-1.1099, 0.6796, -0.2285], [0.5595, 0.5621, 0.1743], [-0.3214, 0.8155, 0.6789], [0.8294, -0.2518, 1.2759], [-0.0088, 0.0660, 0.9103], [0.0895, 0.0807, 0.0949], [-0.0010, 0.0444, -0.0200], [0.2361, 0.1280, 0.3587], [-0.0553, 0.0802, -0.0144], [0.0084, -0.2227, 0.0279], [0.0241, -0.1161, -0.2808], [0.1060, -0.2811, -0.0603], [0.0242, 0.1072, -0.1138], [-0.2800, 0.3225, -0.2080], [0.0651, 0.0077, -0.2090], [0.4520, -0.3786, -0.3142], [-0.0657, -0.2890, 0.0497], [-0.3765, 0.5422, -0.2900], [-0.0287, -0.2850, -0.0504], [-0.2053, -0.2283, -0.7085], [-0.0413, 0.0905, 0.1151], [0.1305, -0.1628, 0.2377], [-0.5086, -0.0461, -0.4744], [-0.1619, -0.4167, 0.0910]], "lumo_energy_ev": 0.2682, "e_tot_ha": -3256.46494, "smiles": "CC1(C)CCCC(C)(C)N1O.COC[C@H](C)N.COC[C@H](C)N.COC[C@H](C)N.COC[C@H](C)N.COC[C@H](C)N.COC[C@H](C)N.COC[C@H](C)N.COC[C@H](C)N.OCCO.OCCO", "relative_energy_kj_mol": 311.7}